1.
Entry from the OMol25 dataset: a structure of composition C6H12FN in a non-equilibrium geometry (the ωB97M-V functional and the def2-TZVPD basis).

```
20
Properties=species:S:1:pos:R:3:forces:R:3
C -0.010 0.435 0.038 -1.09 -1.31 -0.75
C -1.936 -1.483 -0.288 0.66 -1.19 -1.64
H -1.255 1.526 1.511 1.91 -3.75 0.79
C 2.402 0.174 0.251 1.06 -2.00 -2.38
F 3.584 -0.795 0.179 -2.21 1.80 0.72
C -0.750 0.349 1.403 -2.83 0.83 0.01
C -1.501 -0.115 0.082 4.62 -1.89 2.39
H -1.973 -1.650 -1.436 -0.53 0.58 1.76
H 1.229 -0.267 -1.562 0.14 -0.68 -0.19
H 2.102 0.454 1.299 1.04 -0.34 -1.08
H 0.885 -1.426 -0.143 0.56 -1.07 -0.27
H 0.705 2.471 -0.513 -1.07 -1.96 0.69
H -2.811 -1.918 0.225 0.10 0.66 -0.38
H -1.992 0.658 -0.244 -3.45 3.68 -1.90
H -1.136 -2.161 -0.053 0.51 -0.57 0.46
H 2.739 0.954 -0.490 -0.14 -0.17 1.69
H -0.588 1.964 -1.617 1.82 -1.32 4.72
C 1.194 -0.469 -0.499 -1.24 2.93 2.87
N -0.115 1.789 -0.429 -0.55 3.34 -5.23
H -0.773 -0.488 2.287 0.70 2.44 -2.28
```
Forces are in eV/Å.

The calculation puts the LUMO energy at 0.771 eV. The calculation puts the relative energy (zero: lowest compared OMol25 entry of this formula, charge and spin) at 110.29 kcal per mole.

Atomic partial charges in e from the natural (NBO) method, atoms 1 to 8:
1. C 0.1094
2. C -0.6250
3. H 0.2617
4. C 0.0345
5. F -0.4174
6. C -0.4727
7. C -0.2189
8. H 0.2151

2.
Entry from the OMol25 dataset: a structure of composition C6H12GdN2PS in a non-equilibrium geometry (the ωB97M-V functional and the def2-TZVPD basis).

```
23
Properties=species:S:1:pos:R:3:forces:R:3
C -1.236 1.146 -1.612 1.74 2.00 -1.90
C 1.071 1.678 -1.221 -1.52 1.88 -1.95
S 0.001 0.036 2.162 0.01 0.75 1.52
H 1.954 2.183 -0.875 0.10 0.09 0.04
H 1.874 -0.070 -2.415 0.23 -0.06 -0.11
H 0.000 -2.133 3.850 0.00 2.18 0.39
H 1.035 -3.053 -0.032 0.57 -1.20 -0.17
Gd 0.010 0.090 -0.149 0.64 -5.38 7.73
C 1.032 0.477 -2.043 -1.23 1.40 -1.91
H 0.000 -1.271 5.358 0.03 -0.14 0.00
H 0.000 2.133 3.850 0.02 -2.21 0.30
C -0.405 0.113 -2.262 0.34 3.31 -2.04
P -0.057 -2.348 0.395 -0.04 -1.81 0.11
C -0.332 2.078 -0.916 0.40 1.16 -5.05
N 0.000 -1.206 4.350 0.03 -1.29 2.04
H -0.146 -2.685 1.736 -0.07 -0.83 0.21
N 0.000 1.206 4.351 -0.03 0.97 2.13
H -1.108 -3.021 -0.165 -0.59 -1.22 -0.15
H -0.756 -0.724 -2.809 -0.32 -0.47 -0.42
C 0.000 -0.003 3.780 -0.02 0.45 -1.23
H 0.000 1.272 5.358 -0.03 0.14 0.05
H -0.626 2.913 -0.323 -0.16 0.31 0.32
H -2.310 1.189 -1.619 -0.09 -0.02 0.09
```
Forces are in eV/Å.

As for the expectation value of S²: 15.817. As for the spin multiplicity: 8. The calculation puts the LUMO energy (spin up / spin down) at -0.116 / -0.221 eV. The calculation puts the relative energy (zero: lowest compared OMol25 entry of this formula, charge and spin) at 148.89 kcal per mole.

Atomic partial charges in e from the Löwdin method, atoms 1 to 8:
1. C -0.2650
2. C -0.2866
3. S 0.6436
4. H 0.0808
5. H 0.0765
6. H 0.1196
7. H -0.1309
8. Gd 0.4703

3.
Entry from the OMol25 dataset: the ion C6H12IN2 with charge +1 in a non-equilibrium geometry (the ωB97M-V functional and the def2-TZVPD basis).

```
21
Properties=species:S:1:pos:R:3:forces:R:3
H 1.866 -0.744 -1.680 0.14 0.46 -0.76
H -2.089 1.094 -1.590 -0.42 0.49 -1.90
N -0.032 1.314 -0.970 0.05 -0.16 -0.28
C 0.632 0.876 0.336 -1.30 1.34 0.55
H -0.685 -0.112 1.823 -1.05 0.58 3.29
C 2.009 0.297 0.258 3.47 -1.17 0.16
H 0.075 -1.141 0.664 -0.96 0.99 0.43
N -1.542 -0.026 -0.069 1.13 0.45 -0.42
H -3.097 -0.354 1.212 -0.02 -0.35 -1.23
C -1.240 0.771 -1.069 -0.17 -0.30 2.79
H 2.515 -0.005 1.297 -1.80 0.86 -1.87
H -2.147 -1.702 0.839 -1.04 -0.12 -1.38
H 1.436 -1.716 -0.428 -0.98 -1.32 0.76
H 2.773 1.029 -0.141 -1.10 -0.41 0.41
C -0.436 -0.135 0.849 3.37 -1.59 -4.12
H 0.166 2.143 -1.558 0.34 -0.81 0.90
C 2.134 -0.975 -0.668 -1.84 2.42 0.21
I 0.671 2.689 1.671 -0.05 -0.81 -0.67
H 3.062 -1.419 -0.657 2.22 -0.64 0.20
C -2.653 -0.859 0.292 0.48 0.59 3.99
H -3.419 -1.025 -0.409 -0.45 -0.50 -1.06
```
Forces are in eV/Å.

As for the SMILES: CC[C@]1(I)CN(C)C=[NH+]1. The total charge is +1. The calculation puts the LUMO energy at -3.941 eV. The calculation puts the relative energy (zero: lowest compared OMol25 entry of this formula, charge and spin) at 1.56 kcal per mole.

Atomic partial charges in e from the natural (NBO) method, atoms 1 to 8:
1. H 0.2103
2. H 0.2455
3. N -0.5719
4. C 0.1102
5. H 0.2424
6. C -0.5051
7. H 0.2277
8. N -0.3023

4.
Entry from the OMol25 dataset: an isolated molecule of C6H12INO in a non-equilibrium geometry (the ωB97M-V functional and the def2-TZVPD basis).

```
21
Properties=species:S:1:pos:R:3:forces:R:3
O -3.354 -2.013 -1.353 0.74 0.09 1.24
C 0.339 1.075 0.093 -1.41 0.98 1.92
H -3.757 -2.106 0.650 -0.60 0.44 -0.11
C -3.175 -1.491 -0.044 -1.09 -0.18 0.44
H 1.665 1.920 -1.284 0.60 0.40 -0.63
N -1.940 -1.437 0.604 1.34 0.37 -1.38
I -4.031 0.559 0.107 0.31 -0.87 -0.26
H -3.375 -2.943 -1.085 -0.17 -0.24 -1.02
C 0.319 -1.321 0.958 3.77 -0.50 1.33
H 1.540 3.035 0.235 -1.00 -1.95 -1.86
H 1.966 0.087 1.064 1.17 0.45 1.39
H 1.646 -0.325 -0.512 1.10 -1.22 -1.68
C 0.978 2.316 -0.563 1.62 0.00 3.32
H 0.250 2.938 -0.990 -1.00 0.71 -0.85
C 1.190 -0.126 0.403 -1.91 -0.94 -0.98
H -0.084 1.278 1.086 -0.07 0.85 -0.03
C -0.791 -1.712 0.109 -0.60 -0.77 -0.75
H -0.089 -0.935 1.865 -0.45 0.14 0.77
H 1.032 -2.208 1.320 -1.41 1.63 -1.19
H -0.476 -2.230 -0.868 -1.22 0.89 0.96
H -0.593 0.811 -0.409 0.28 -0.27 -0.64
```
Forces are in eV/Å.

As for the SMILES: CCCC/C=N/[C@H](O)I. The calculation puts the LUMO energy at 0.057 eV. The calculation puts the relative energy (zero: lowest compared OMol25 entry of this formula, charge and spin) at 14.47 kcal per mole.

Atomic partial charges in e from the natural (NBO) method, atoms 1 to 8:
1. O -0.7057
2. C -0.4120
3. H 0.1809
4. C 0.1719
5. H 0.2007
6. N -0.4877
7. I 0.0366
8. H 0.4711

Question: relative energy (zero: lowest compared OMol25 entry of this formula, charge and spin) of number 1 (C6H12FN)?
Answer: 110.29 kcal per mole

Question: Which value of relative energy (zero: lowest compared OMol25 entry of this formula, charge and spin) does entry 2 give?
Answer: 148.89 kcal per mole

Question: Among the records above, which one has the highest relative energy (zero: lowest compared OMol25 entry of this formula, charge and spin)?
Answer: C6H12GdN2PS

Repeat the first record exactly.
Entry from the OMol25 dataset: a structure of composition C6H12FN in a non-equilibrium geometry (the ωB97M-V functional and the def2-TZVPD basis).

```
20
Properties=species:S:1:pos:R:3:forces:R:3
C -0.010 0.435 0.038 -1.09 -1.31 -0.75
C -1.936 -1.483 -0.288 0.66 -1.19 -1.64
H -1.255 1.526 1.511 1.91 -3.75 0.79
C 2.402 0.174 0.251 1.06 -2.00 -2.38
F 3.584 -0.795 0.179 -2.21 1.80 0.72
C -0.750 0.349 1.403 -2.83 0.83 0.01
C -1.501 -0.115 0.082 4.62 -1.89 2.39
H -1.973 -1.650 -1.436 -0.53 0.58 1.76
H 1.229 -0.267 -1.562 0.14 -0.68 -0.19
H 2.102 0.454 1.299 1.04 -0.34 -1.08
H 0.885 -1.426 -0.143 0.56 -1.07 -0.27
H 0.705 2.471 -0.513 -1.07 -1.96 0.69
H -2.811 -1.918 0.225 0.10 0.66 -0.38
H -1.992 0.658 -0.244 -3.45 3.68 -1.90
H -1.136 -2.161 -0.053 0.51 -0.57 0.46
H 2.739 0.954 -0.490 -0.14 -0.17 1.69
H -0.588 1.964 -1.617 1.82 -1.32 4.72
C 1.194 -0.469 -0.499 -1.24 2.93 2.87
N -0.115 1.789 -0.429 -0.55 3.34 -5.23
H -0.773 -0.488 2.287 0.70 2.44 -2.28
```
Forces are in eV/Å.

The calculation puts the LUMO energy at 0.771 eV. The calculation puts the relative energy (zero: lowest compared OMol25 entry of this formula, charge and spin) at 110.29 kcal per mole.

Atomic partial charges in e from the natural (NBO) method, atoms 1 to 8:
1. C 0.1094
2. C -0.6250
3. H 0.2617
4. C 0.0345
5. F -0.4174
6. C -0.4727
7. C -0.2189
8. H 0.2151